{
  "formula": "C19H58O16",
  "method": "ωB97M-V with the def2-TZVPD basis set",
  "symbols": ["O", "H", "C", "H", "O", "H", "C", "H", "H", "H", "H", "C", "H", "H", "H", "C", "H", "C", "H", "H", "H", "C", "H", "H", "O", "O", "C", "C", "C", "H", "H", "H", "H", "H", "H", "O", "H", "H", "O", "O", "H", "H", "O", "H", "C", "H", "O", "C", "H", "C", "C", "C", "O", "O", "H", "H", "H", "H", "H", "H", "H", "H", "C", "O", "C", "H", "H", "O", "H", "H", "H", "C", "H", "H", "O", "H", "H", "H", "H", "H", "H", "O", "H", "C", "H", "H", "H", "O", "H", "H", "H", "C", "H"],
  "positions_angstrom": [[-0.50245, -5.26281, -3.04287], [-4.08449, 4.10776, 2.18697], [0.28816, 1.68793, 3.76093], [-0.69320, -1.89425, 3.44832], [-0.73739, 0.84588, -0.62801], [-1.42981, -5.47372, -3.17369], [4.50690, 2.29155, -0.18485], [2.84647, 3.08348, -1.05482], [1.04887, -1.96492, 2.50356], [3.34159, -3.79326, -1.69848], [4.56185, -1.13343, 0.51634], [-0.76469, -4.26661, -0.93247], [-2.40058, 2.18700, 2.12626], [-3.75335, -2.58244, -1.07270], [0.48767, -0.77413, -0.18712], [4.88939, -2.64218, -0.67435], [-2.86805, -1.11853, -0.79784], [-3.84929, -1.57500, -0.66779], [0.05005, 4.64873, 3.40866], [0.13644, -5.88426, -0.97222], [1.94447, -2.52853, 0.12480], [-2.94459, 2.52422, 1.24398], [-0.81122, -3.24507, -2.88015], [-1.44243, -1.92076, 1.79560], [-0.40090, 1.19841, -5.76208], [-0.51283, -0.36368, -3.27432], [-4.52449, -1.55768, 0.73681], [-0.28399, -4.05151, -2.37047], [-1.26412, -3.83939, 2.86309], [1.14997, 0.88063, -0.19756], [-0.79197, 0.35421, -1.45073], [-1.76089, -4.70130, -1.01455], [0.75095, -3.71971, -2.45367], [-4.94536, 1.86186, 2.53178], [-1.54610, 2.85421, -0.10103], [0.06734, -5.22040, -0.28219], [-3.25519, 1.58628, 0.78366], [4.07376, 2.18140, 0.80931], [-5.33065, 2.42508, 1.85656], [2.55215, -2.20642, -0.54494], [5.23211, 1.50012, -0.37414], [0.12499, 2.88985, 5.51509], [3.43806, 2.33169, -1.13494], [1.64504, 5.21928, -1.79860], [0.51216, -0.50468, -4.27088], [0.23151, 3.26481, 1.31920], [0.48247, -2.46636, 1.91252], [-4.32289, 3.31896, 1.47350], [-0.09896, 1.56916, 2.74893], [5.14571, 3.71675, -0.24969], [0.28985, 0.26661, 0.06942], [0.22099, -0.00660, -5.72534], [-1.90519, -4.49762, 1.76054], [-4.65473, -0.26874, 1.13319], [1.18128, 0.24917, -3.85603], [-0.71725, -3.26893, -0.49603], [-1.22504, -4.74004, 1.12791], [5.66957, -3.40330, -0.68426], [5.54276, 3.82929, -1.25854], [-4.60868, -0.12208, 2.08080], [-0.84512, 1.21050, -4.91114], [4.43226, 4.52403, -0.08414], [0.74052, 4.02883, -0.56702], [-4.73713, -0.83315, -1.51166], [1.08876, 3.75351, 0.85619], [5.20314, -2.10604, -1.57000], [5.92401, 3.87885, 0.49601], [-2.16601, 3.36544, 0.42429], [1.37455, 1.75054, 3.69834], [-0.18577, 4.59047, -0.68792], [1.15156, 4.64567, 1.47926], [3.44262, -3.25756, -0.75459], [1.16846, 0.06480, -6.25945], [0.60866, 3.11560, -1.14731], [1.78118, 4.93203, -0.89276], [-0.05622, 0.88047, 4.40707], [-4.86850, 0.09093, -1.28713], [2.04816, 3.23716, 0.88859], [-2.01611, -3.73076, 3.64464], [-5.50713, -1.97376, 0.51451], [-0.30101, -0.85215, -6.17328], [5.15120, -1.88369, 0.40982], [3.33140, -3.91483, 0.10779], [-0.24184, 2.95767, 4.49092], [-1.32401, 3.08099, 4.44855], [-1.16641, -1.05972, -3.37416], [-4.63665, 3.66100, 0.48726], [0.57729, 4.03453, 3.92477], [0.27080, 0.37831, 1.15353], [1.03492, -1.43259, -4.03891], [-0.43898, -4.44828, 3.23254], [-0.79587, -2.43437, 2.50713], [-4.02453, -2.13040, 1.51791]],
  "forces_ev_per_angstrom": [[1.1351, -0.9680, -0.8860], [-0.5994, 0.3450, -0.0063], [-1.1251, 0.5483, 0.8567], [-0.4158, 0.3503, 0.0206], [-2.3054, 0.3110, -0.2589], [-0.1308, 0.3826, 0.1467], [-0.9574, 3.0626, 0.2449], [0.4986, 0.4911, 0.4773], [0.3368, -0.0809, -0.2662], [-0.3093, 0.0117, -0.0884], [-0.3140, -0.0689, -0.3810], [0.8436, 0.8799, -1.5202], [-0.0310, 0.5067, 0.6650], [-0.4444, -0.0704, 0.0635], [-0.1433, 0.0279, 0.0115], [-0.0805, -1.4513, -2.1330], [0.3191, 0.1074, 0.8706], [-0.7336, 1.1403, 0.3374], [-0.2010, -0.0586, 0.0308], [0.3027, -0.6760, 0.0561], [-0.4385, 0.3054, 0.1127], [-1.8176, 0.4297, -0.7868], [-0.5404, 0.2075, 0.2023], [-0.5243, -0.0640, 0.2964], [-0.8401, 0.9160, 0.4852], [-1.0851, -0.0832, -0.6268], [0.9106, -2.0050, -1.0626], [-0.9994, 0.1516, 0.2307], [-0.8616, 0.1770, -0.9013], [0.8848, -0.5033, 0.0392], [-0.1236, 0.2372, -0.5224], [-0.4181, 0.5331, 0.2982], [0.2671, -0.6677, 0.2515], [-0.2808, 0.0058, 0.2146], [0.0361, -0.5097, -0.0368], [-0.1394, 0.7599, 0.0275], [0.1928, 0.0595, -0.5714], [0.1279, -0.4238, 0.2732], [-0.3008, -0.0194, 0.7712], [-0.9703, 0.4862, -0.3494], [-0.3519, 0.0000, -0.4126], [-0.5177, 0.0099, 0.1837], [0.3695, -1.8984, -0.7126], [0.2097, 0.2320, -0.2193], [1.5301, 2.0126, 1.2846], [0.4702, -0.8303, 0.1013], [1.0535, 0.0327, -0.2916], [2.3056, -1.3516, -0.5237], [-0.1473, 0.0886, 0.1701], [0.3894, -0.8351, 0.0864], [2.6226, 0.3528, 0.5045], [1.2176, -3.2622, 0.7846], [-0.0317, 0.3502, 0.6963], [-0.1625, 2.7571, 0.3964], [0.5613, 0.0643, -0.2319], [-0.2304, -0.3350, 0.8569], [0.2616, -0.3280, 0.0993], [-0.3219, -0.6868, 0.2928], [0.2021, 0.1718, 0.0782], [-0.0479, -0.5115, -0.1666], [-0.6239, 0.7143, 0.1566], [-0.3835, -0.3144, -0.0414], [-0.5060, 1.3801, 0.9200], [-0.2234, -0.9562, -1.0822], [-1.2898, -0.3451, 0.8587], [-0.8071, 0.3886, -0.6057], [0.2596, -0.2140, -0.0907], [0.0995, 0.2363, 0.1169], [-0.0876, -0.1181, 0.2248], [-0.3629, -0.1695, 0.3250], [0.3505, 0.3287, -0.5433], [2.4725, 0.4525, 0.9706], [0.2107, -0.1001, 0.1618], [0.6914, -0.1372, -0.3745], [0.7503, -0.1564, -1.6334], [0.2942, -0.6146, -0.3079], [0.4505, -0.0763, 0.6590], [-0.3062, -0.3152, 0.4136], [-0.1014, -0.2474, 0.0259], [-0.1814, -0.3588, 0.2546], [-0.7052, 0.2077, -0.6726], [0.3517, 1.0479, 2.5107], [0.2111, -0.5756, -0.2641], [2.6183, -0.1570, -1.2876], [0.1174, 0.2620, -0.1420], [-0.2500, -0.1280, -0.1242], [0.3139, 0.4973, 0.2233], [-1.0388, 0.0347, 0.5470], [-0.8771, -0.1530, 0.0298], [-0.1363, -0.3721, -1.0858], [0.1487, 0.1482, 0.1273], [0.2373, -0.5013, 0.4774], [0.1968, -0.5047, -0.3111]],
  "e_above_lowest_ev": 3.224,
  "total_energy_ha": -1962.291425,
  "e_lumo_ev": 0.17,
  "homo_lumo_gap_ev": 10.0,
  "homo_energy_ha": -0.360,
  "smiles": "OCCO.OCCO.OCCO.OCCO.OCCO.OCCO.CCO.CCO.CCO.CO"
}